ORCA calculation (wB97M-V/def2-TZVPD) on a structure of composition C30H41MnN6O6S3Se2.

As for the frontier orbital gap (spin up / spin down): 0.27368 / 0.23719 Ha. Its total energy is -247516.518 eV. As for the total charge: +1. As for the multiplicity: 4. The calculation puts the energy relative to the best compared isomer or geometry (same formula, charge and spin) at 0.756 eV. The value obtained for the largest force on an atom is 0.810 eV/A.

```
89
Properties=species:S:1:pos:R:3:forces:R:3
Mn -0.8161 -0.3861 0.7486 -0.73 -0.35 0.05
O -3.5444 -2.2009 -2.6093 0.12 0.06 0.07
C -4.7137 -1.7826 -1.9281 -0.03 0.01 0.12
C -4.4105 -0.8740 -0.7257 0.29 -0.34 -0.19
C -5.7728 -0.3342 -0.2400 -0.04 0.06 0.05
O -6.6554 -1.3406 0.2233 0.09 0.00 0.01
C -3.5716 0.3475 -1.1119 0.09 -0.04 -0.10
Se -1.6526 0.0597 -1.4460 -0.10 -0.46 -0.09
C -3.7855 -1.6215 0.4587 0.10 0.04 -0.01
Se -2.0028 -2.4073 0.1678 -0.21 0.34 -0.30
H -3.7974 -2.8011 -3.3171 -0.06 0.01 0.00
H -5.2619 -2.6571 -1.5586 -0.05 0.03 -0.03
H -5.3607 -1.2250 -2.6175 -0.06 0.01 0.03
H -6.2334 0.2591 -1.0381 0.00 0.00 0.01
H -5.5995 0.3264 0.6107 -0.02 0.02 0.00
H -7.0672 -1.7865 -0.5222 -0.04 0.06 -0.02
H -3.6146 1.0849 -0.3139 -0.08 0.05 0.00
H -3.9557 0.7840 -2.0340 0.02 0.04 0.00
H -4.4426 -2.4357 0.7580 0.04 -0.07 0.02
H -3.6754 -0.9348 1.2966 -0.15 0.01 0.02
N 1.4694 -1.1387 3.9672 0.12 0.02 0.07
C 0.3237 -1.3369 4.7281 -0.15 0.01 -0.03
C 0.1295 -1.5506 6.0878 0.10 0.00 0.03
C -1.1735 -1.7304 6.5034 -0.03 0.03 0.00
C -2.2478 -1.7054 5.5980 0.00 -0.03 -0.02
C -2.0525 -1.4815 4.2515 -0.04 0.05 0.02
C -0.7429 -1.2800 3.8253 0.07 -0.02 0.01
N -0.2295 -1.0413 2.5604 0.33 0.14 0.07
C 1.0792 -0.9697 2.6913 -0.20 -0.17 0.02
C 1.8577 -0.7580 1.4857 0.06 -0.05 -0.08
C 3.1712 -0.5145 1.2807 0.12 0.00 0.07
S 3.4625 -0.3008 -0.3885 -0.09 -0.05 -0.05
C 1.8107 -0.5345 -0.7185 0.12 -0.15 -0.12
N 1.0886 -0.7696 0.3342 0.43 0.18 -0.03
H 2.4147 -1.1410 4.3099 0.01 0.02 -0.03
H 0.9560 -1.5687 6.7869 -0.04 -0.03 -0.02
H -1.3767 -1.8901 7.5539 0.02 -0.03 -0.02
H -3.2499 -1.8732 5.9695 0.01 0.03 0.00
H -2.8753 -1.4649 3.5499 0.00 0.04 0.01
H 3.9629 -0.4188 2.0067 -0.04 -0.02 -0.03
H 1.4079 -0.5129 -1.7212 0.00 0.03 0.03
C 5.0680 7.0602 -2.4558 -0.06 -0.01 0.03
C 4.2002 6.4041 -1.4167 0.05 -0.03 -0.03
C 4.4595 5.1086 -0.9819 -0.03 0.05 0.00
C 3.6422 4.4983 -0.0405 -0.01 0.01 0.05
C 2.5598 5.1970 0.4660 -0.02 -0.10 0.03
C 2.2831 6.4948 0.0538 -0.01 0.01 0.05
C 3.1059 7.0886 -0.8822 0.02 0.02 -0.01
S 1.4934 4.4128 1.6285 -0.09 0.06 -0.12
O 2.0698 3.1370 1.9622 0.03 -0.03 -0.07
O 1.1364 5.3116 2.6874 -0.01 0.10 -0.01
N 0.1151 4.2349 0.7078 0.12 -0.23 0.22
C -1.1566 4.2247 1.4382 0.07 -0.03 0.06
C -1.3910 3.0237 2.3787 0.26 0.04 -0.19
C -1.2452 1.7111 1.6791 -0.32 0.23 0.00
O -2.1692 0.8462 1.6378 0.06 0.02 0.18
O -0.1631 1.4108 1.0732 -0.02 0.34 0.28
H 5.9662 6.4758 -2.6480 0.00 0.02 0.00
H 5.3655 8.0610 -2.1415 0.01 -0.01 0.00
H 4.5219 7.1629 -3.3957 0.02 0.00 0.00
H 5.3132 4.5741 -1.3805 -0.01 0.00 0.01
H 3.8364 3.4954 0.3165 0.02 0.02 -0.04
H 1.4360 7.0220 0.4744 0.03 0.01 -0.04
H 2.9051 8.1015 -1.2104 -0.01 -0.01 0.02
H 0.2366 3.4171 0.1155 -0.05 0.06 0.01
H -1.9584 4.2836 0.7030 0.03 0.04 -0.07
H -1.1708 5.1295 2.0408 -0.15 0.02 -0.02
H -2.3832 3.0722 2.8214 0.00 0.06 0.05
H -0.6323 3.0705 3.1640 -0.07 -0.10 0.08
C -0.9110 -5.8886 -2.9286 -0.02 0.10 0.00
C -0.7400 -4.3915 -3.1536 0.06 -0.16 0.05
N 0.6598 -3.9858 -3.2548 -0.05 -0.04 -0.01
C 1.4694 -3.7912 -2.2064 -0.02 -0.03 0.26
S 0.9751 -3.9414 -0.5992 0.13 -0.02 -0.18
N 2.7497 -3.4226 -2.4765 0.12 0.03 -0.21
C 3.4116 -3.5386 -3.7747 -0.07 -0.20 0.15
C 3.8025 -4.9743 -4.1175 -0.05 0.10 0.00
H -1.9736 -6.1383 -2.9211 0.03 -0.02 -0.01
H -0.4856 -6.1727 -1.9676 0.02 -0.03 -0.02
H -0.4277 -6.4648 -3.7190 -0.02 -0.01 0.00
H -1.1887 -3.8342 -2.3347 -0.06 0.08 -0.03
H -1.2175 -4.0910 -4.0872 -0.01 0.07 0.03
H 1.0650 -3.9872 -4.1755 -0.01 0.01 0.00
H 3.3439 -3.4746 -1.6652 -0.03 0.01 0.06
H 4.2988 -2.9085 -3.7330 -0.01 0.05 -0.04
H 2.7640 -3.1137 -4.5435 0.06 0.09 -0.02
H 4.4841 -5.3672 -3.3630 0.00 -0.03 -0.03
H 4.2989 -5.0153 -5.0877 -0.01 -0.01 0.02
H 2.9245 -5.6212 -4.1492 0.03 -0.02 -0.01
```
Forces are in eV/Å.

Löwdin atomic charge list, values in e, 6 entries:
1 Mn 0.2582
2 O -0.1151
3 C -0.2162
4 C -0.5519
5 C -0.2127
6 O -0.0348

ORCA calculation (wB97M-V/def2-TZVPD) on a structure of composition C30H41N2O2PtTe at a distorted geometry.

As for the frontier orbital gap (spin up / spin down): 0.21461 / 0.21459 Ha. Its total energy is -49385.357 eV. As for the total charge: +1. The calculation puts the energy relative to the best compared isomer or geometry (same formula, charge and spin) at 2.286 eV. The value obtained for the largest force on an atom is 4.557 eV/A.

```
77
Properties=species:S:1:pos:R:3:forces:R:3
Pt -0.5061 -0.0920 0.8768 -1.68 -0.97 -2.04
C -3.7176 -0.9355 -5.4200 0.25 -0.02 0.05
C -2.2063 -1.1391 -5.2731 -0.12 -0.05 -0.24
C -1.4914 -0.2658 -6.3131 -0.07 -0.06 0.15
C -1.8951 -2.6234 -5.5123 -0.03 0.15 0.06
C -1.7125 -0.7656 -3.8921 0.10 0.00 0.22
C -0.3816 -0.9522 -3.5160 -0.28 0.18 0.17
C 0.0232 -0.6531 -2.2273 0.51 -0.25 -0.24
N -0.8072 -0.1795 -1.3090 -0.17 0.10 1.46
C -2.0859 0.0349 -1.6453 -0.17 -0.11 -0.47
C -2.5560 -0.2352 -2.9235 0.19 0.06 0.30
C -2.9621 0.6072 -0.6102 -0.41 0.01 -0.13
C -4.3463 0.6044 -0.7074 0.33 0.18 0.11
C -5.1348 1.2412 0.2500 0.27 0.05 0.12
C -4.4546 1.8794 1.2893 0.10 -0.12 -0.32
C -3.0763 1.7928 1.3524 -0.16 0.43 0.41
N -2.3441 1.1705 0.4395 1.46 -0.98 0.76
C -6.6393 1.2739 0.0940 -0.26 0.01 -0.04
C -6.9521 2.2773 -1.0281 0.05 -0.07 0.12
C -7.1678 -0.1133 -0.2963 0.13 0.11 0.07
C -7.3406 1.7225 1.3787 0.18 -0.07 -0.18
H -4.0279 -1.2539 -6.4115 -0.02 -0.02 -0.09
H -3.9883 0.1128 -5.3107 -0.10 0.10 0.02
H -4.2655 -1.5333 -4.6937 -0.12 -0.03 0.06
H -1.8536 -0.5115 -7.3075 -0.02 -0.04 -0.13
H -0.4165 -0.4196 -6.2940 0.15 0.00 -0.02
H -1.6940 0.7870 -6.1271 0.02 0.12 -0.02
H -2.2695 -2.9276 -6.4857 -0.03 -0.02 -0.13
H -2.3792 -3.2364 -4.7549 -0.02 -0.12 0.06
H -0.8278 -2.8199 -5.4850 0.14 -0.06 0.00
H 0.3417 -1.3338 -4.2147 0.17 -0.07 -0.06
H 1.0461 -0.8152 -1.9190 0.04 -0.08 0.12
H -3.5831 -0.0212 -3.1573 -0.09 0.00 -0.02
H -4.8146 0.0950 -1.5303 -0.02 -0.04 -0.12
H -4.9710 2.4355 2.0510 -0.10 0.03 0.13
H -2.5335 2.2671 2.1634 -0.07 -0.11 -0.04
H -6.5188 1.9590 -1.9737 0.03 -0.02 -0.11
H -6.5559 3.2599 -0.7821 0.01 0.14 -0.01
H -8.0281 2.3595 -1.1528 -0.13 0.02 -0.04
H -6.8144 -0.4264 -1.2750 0.02 -0.07 -0.10
H -8.2533 -0.0911 -0.3377 -0.10 0.01 0.00
H -6.8671 -0.8590 0.4361 -0.01 -0.13 0.07
H -7.1275 2.7644 1.6020 0.02 0.13 0.10
H -7.0394 1.1049 2.2220 -0.02 -0.04 0.14
H -8.4158 1.6253 1.2558 -0.09 0.02 -0.01
C 0.9982 0.9375 4.2701 -0.18 -0.02 -0.25
Te -0.7728 -0.0037 3.4822 0.82 -0.44 -0.25
C -0.2416 -1.9805 4.1257 -0.13 0.09 -0.03
H 1.0050 0.8221 5.3481 -0.19 -0.08 0.11
H 0.9729 1.9934 4.0199 -0.08 0.05 -0.05
H 1.8886 0.4846 3.8507 -0.05 -0.10 -0.11
H 0.8363 -2.1004 4.1122 0.05 0.10 -0.16
H -0.6835 -2.6954 3.4407 0.03 0.04 -0.16
H -0.6267 -2.1436 5.1265 -0.09 0.20 0.11
C 6.5386 -2.1330 -1.3958 0.03 0.07 0.09
C 5.1301 -2.2667 -0.9040 -0.04 -0.01 -0.07
C 4.3595 -3.3744 -1.2236 -0.19 0.02 -0.07
C 3.0706 -3.5383 -0.7254 0.52 0.35 0.11
C 2.2303 -4.7230 -1.0760 0.02 -0.06 0.13
C 2.5919 -2.5602 0.1310 -1.14 -0.44 0.77
C 3.2883 -1.3886 0.4001 0.40 -0.27 -0.37
C 2.7007 -0.3037 1.2454 -0.17 -0.04 -0.07
C 4.5711 -1.2693 -0.1153 -0.15 0.07 -0.01
C 1.2508 -2.7909 0.9015 4.29 -0.35 -0.47
O 1.3050 -3.4586 1.9075 -0.88 -0.22 0.72
O 0.3190 -2.1845 0.3339 -3.55 2.85 -0.08
H 6.8290 -2.9895 -1.9949 0.07 -0.08 -0.07
H 7.2171 -2.0568 -0.5470 0.13 -0.02 -0.01
H 6.6623 -1.2326 -1.9943 0.04 0.06 -0.08
H 4.7607 -4.1385 -1.8718 0.15 -0.11 -0.12
H 2.7192 -5.3382 -1.8253 -0.01 -0.08 -0.08
H 1.2651 -4.3915 -1.4572 -0.10 -0.09 -0.06
H 2.0482 -5.3296 -0.1901 -0.07 -0.10 0.02
H 2.5301 -0.6850 2.2509 -0.12 0.04 0.13
H 1.7248 0.0368 0.8264 0.52 0.02 0.20
H 3.3633 0.5550 1.2988 0.02 0.12 0.04
H 5.1438 -0.3842 0.1205 0.17 0.14 -0.02
```
Forces are in eV/Å.

Löwdin atomic charge list, values in e, 6 entries:
1 Pt 0.7764
2 C -0.0561
3 C -0.5557
4 C -0.0276
5 C -0.0294
6 C -0.1287

ORCA calculation (wB97M-V/def2-TZVPD) on a structure of composition C30H41N2O4PSn at a distorted geometry.

As for the frontier orbital gap: 0.29375 Ha. Its total energy is -58051.112 eV. As for the total charge: +2. The value obtained for the largest force on an atom is 4.859 eV/A.

```
79
Properties=species:S:1:pos:R:3:forces:R:3
Sn 9.1695 8.6203 12.1264 0.48 -0.47 1.21
O 7.0224 5.0813 13.2520 2.24 4.14 -1.21
C 7.7281 6.1188 13.0627 -3.35 -2.35 -0.79
O 7.4859 7.1514 12.2221 1.30 -0.46 0.87
C 8.9435 6.2405 13.8590 2.48 0.61 0.89
C 9.2922 5.2848 14.8142 -1.46 -0.57 -1.07
C 10.3573 5.5409 15.6173 1.58 1.19 0.94
C 11.1962 6.7078 15.4397 -0.86 -1.72 0.07
C 10.8856 7.5365 14.4118 -1.23 0.08 -1.78
N 9.7692 7.3070 13.6536 -0.89 -1.29 0.73
C 11.6756 8.7358 13.9454 1.55 1.38 1.32
O 12.7019 9.0130 14.5765 -2.09 -0.45 -1.77
O 11.1128 9.4515 12.9665 -0.63 -1.17 0.05
H 8.6727 4.3514 14.8419 0.64 1.13 0.30
H 10.5170 4.8525 16.4352 0.49 0.01 0.01
H 12.1036 6.9184 15.9792 -0.01 -0.14 0.41
C 6.8341 6.4054 7.1244 1.13 -0.09 0.98
C 7.7289 5.3879 7.9132 0.19 -0.46 0.08
C 9.0118 6.0154 8.4712 1.21 0.28 1.47
C 8.8606 7.5797 8.6998 0.32 -1.29 0.28
C 7.4248 7.8170 9.1865 0.05 0.59 -0.37
C 6.3429 7.4602 8.1389 0.16 0.44 -0.44
P 10.2001 8.4255 9.7833 0.30 -0.25 -1.67
C 11.8989 7.5727 9.8619 0.22 1.10 1.36
C 12.6182 7.5414 8.5172 0.70 1.41 -1.06
C 13.6708 6.4462 8.5343 -0.39 -2.12 -0.38
C 14.2900 6.0733 9.8730 0.95 1.59 0.99
C 13.2062 5.6804 10.9298 0.65 1.69 0.08
C 11.8267 6.2262 10.5262 -0.43 -1.29 0.40
C 10.5414 10.1109 9.0790 -2.11 1.18 1.76
C 9.3807 11.1037 9.5261 -0.73 0.81 -1.59
C 9.4409 12.3961 8.6221 -1.13 -0.32 0.18
C 8.9818 12.0300 7.1843 -0.62 -0.45 1.26
C 9.4571 10.6505 6.7527 -0.73 0.15 -0.90
C 10.6658 10.1576 7.5464 1.01 -0.09 -1.08
H 6.0128 5.8046 6.7397 -0.04 0.50 -0.50
H 7.4301 6.9500 6.3365 -0.68 -0.99 0.43
H 8.1090 4.5577 7.2676 -0.82 0.51 0.43
H 7.1989 4.9313 8.8073 0.12 0.51 -1.34
H 9.8787 5.7631 7.8460 -0.20 0.50 -0.18
H 9.2906 5.4988 9.4384 -0.57 0.65 -0.74
H 8.9856 8.0478 7.7311 0.23 0.40 -0.17
H 7.2635 8.8635 9.4522 0.07 0.14 0.21
H 7.2131 7.2164 10.0401 0.21 -0.40 0.82
H 6.0628 8.4223 7.6488 -0.20 -0.93 0.11
H 5.5035 7.0439 8.7080 -0.05 0.34 -0.28
H 12.5557 8.1617 10.5748 -1.06 0.05 -0.66
H 13.1736 8.5143 8.2478 -1.19 -1.09 0.71
H 11.9064 7.3525 7.6949 0.33 -0.03 0.20
H 14.3177 6.5128 7.6601 0.50 0.51 0.43
H 13.1951 5.5005 8.3208 -0.81 -0.37 -0.56
H 14.8890 6.9532 10.2378 -0.49 -0.76 0.00
H 15.0104 5.2550 9.8077 -0.12 0.14 -0.38
H 13.5374 6.0960 11.9193 -0.42 -0.48 -0.76
H 13.0864 4.6203 11.0085 0.24 -0.68 0.17
H 11.2021 6.2837 11.4263 -0.07 -0.04 0.03
H 11.3683 5.4497 9.8996 -0.08 0.45 -0.08
H 11.3674 10.5101 9.6844 0.45 -0.45 -0.68
H 9.2989 11.3793 10.5721 0.87 -0.07 0.48
H 8.3774 10.7366 9.3167 -0.10 -0.67 -0.22
H 10.4376 12.7991 8.6898 0.39 0.33 -0.20
H 8.7086 13.1784 8.9413 0.83 -0.63 0.31
H 9.3468 12.6997 6.4559 0.26 1.30 -0.50
H 7.8610 12.0692 7.1843 0.95 0.02 -0.19
H 9.6254 10.6921 5.6385 0.48 -0.26 1.18
H 8.5773 10.0203 6.7984 0.04 -0.79 0.40
H 11.5222 10.8080 7.2822 -0.36 -0.12 0.36
H 10.9744 9.2052 7.1202 0.01 -0.22 0.19
C 6.4796 11.2990 15.2321 0.33 0.62 0.49
C 7.8115 11.0144 15.5291 0.54 -1.53 -0.90
C 8.5876 10.3291 14.5739 -1.95 0.36 -0.35
N 8.0237 9.9804 13.3581 1.44 0.29 1.04
C 6.8049 10.4485 13.0460 0.51 0.23 -0.07
C 6.0385 11.1699 13.9112 -0.29 0.35 0.51
H 5.8691 11.6597 16.0677 -0.03 0.15 -0.69
H 8.2553 11.1418 16.5129 -0.24 0.22 -0.17
H 9.5885 10.0176 14.8013 0.25 -0.06 -0.21
H 6.4545 10.2963 12.0574 -0.19 -0.38 -0.81
H 5.1495 11.6430 13.4922 -0.07 -0.42 0.59
```
Forces are in eV/Å.

Löwdin atomic charge list, values in e, 6 entries:
1 Sn 1.4160
2 O 0.1013
3 C -0.4698
4 O -0.1667
5 C -0.1561
6 C 0.0427

Q: Look up the total charge of the second one.
A: +1